(1)
C12H24AsCaSi2 | wB97M-V/def2-TZVPD

Properties
Charge: +1

```
40
C12H24AsCaSi2 (wB97M-V/def2-TZVPD)
C -3.587 2.391 -1.650
C -3.533 1.275 -2.464
C 1.672 2.168 2.871
C -3.874 2.246 -0.281
H -3.942 3.129 0.348
H 1.703 -1.785 2.010
As 1.560 1.094 -0.485
H 1.985 -0.978 3.566
H -3.389 1.362 -3.534
H 0.599 2.137 3.054
C -3.788 0.003 -1.931
H -3.819 -0.839 -2.612
H 1.631 -0.549 -3.658
C 2.857 -2.244 -0.957
H 4.407 0.479 2.898
H 4.323 -0.540 1.480
C -4.051 -0.165 -0.564
H -1.166 -1.342 -0.571
C 4.074 0.441 1.861
H 1.943 3.144 2.481
H -0.375 -2.858 -0.537
H -4.304 0.835 1.322
C 0.874 -1.044 -3.070
H -3.515 3.387 -2.055
H 3.035 -2.535 0.066
H 0.724 -2.034 -3.495
H -0.158 -1.799 0.841
Si 1.327 -1.151 -1.196
Si 2.190 0.698 1.790
H 3.746 -1.723 -1.330
H 0.415 -0.804 2.811
Ca -1.926 0.901 0.065
H 2.149 2.100 3.858
H -4.231 -1.148 -0.121
C 1.497 -0.897 2.596
H 4.636 1.177 1.314
H 2.745 -3.147 -1.549
H -0.084 -0.521 -3.162
C -0.239 -1.820 -0.264
C -4.112 0.959 0.250
```

Results of the Mulliken charge analysis, in e, for atoms 1 through 4: atom 1 (C): -0.244, atom 2 (C): -0.396, atom 3 (C): -1.014, atom 4 (C): -0.708

***

(2)
C13H21NO2 | wB97M-V/def2-TZVPD

Properties
Energy above the lowest of the compared OMol25 structures with the same formula, charge and spin, kJ/mol: 183.7
SMILES: OCCCCCCCCOc1cccnc1

```
37
C13H21NO2 (wB97M-V/def2-TZVPD)
H 1.983 3.778 -0.297
H 0.070 2.420 -1.564
C 0.106 -2.092 -0.791
C -2.698 -0.969 1.232
H -4.720 -0.128 1.859
O -0.977 2.281 0.210
H -2.406 -1.383 2.202
C -3.926 -0.285 1.127
C -2.150 -0.584 -1.011
H 0.457 0.195 0.198
H 0.281 -1.123 -1.263
H -1.829 2.260 -0.252
H 1.747 -3.352 -1.426
C -0.017 2.952 -0.604
C 1.341 2.944 0.129
H 1.100 0.824 1.666
C 1.441 -2.733 -0.525
H -0.316 3.988 -0.779
H 3.222 -0.558 1.413
H 3.110 1.805 0.398
H 1.186 3.169 1.190
C 1.433 0.436 0.720
C 2.098 1.618 0.009
H -0.548 -2.694 -1.476
N -3.244 0.139 -1.128
C -1.801 -1.178 0.204
H -5.111 0.510 -0.399
H 1.703 -1.544 1.632
H 2.790 -1.191 -1.113
C 2.256 -0.830 0.999
C -4.118 0.210 -0.158
H 3.475 -2.323 -0.018
O -0.606 -1.835 0.408
H 1.341 -3.505 0.290
C 2.577 -1.726 -0.190
H -1.501 -0.787 -1.868
H 2.249 1.292 -1.024
```

Results of the Mulliken charge analysis, in e, for atoms 1 through 4: atom 1 (H): 0.332, atom 2 (H): 0.279, atom 3 (C): -0.488, atom 4 (C): -0.204

***

(3)
C85H178F21N8O17 | wB97M-V/def2-TZVPD

Properties
Charge: +1

```
309
C85H178F21N8O17 (wB97M-V/def2-TZVPD)
C 0.811 -5.626 -2.322
H 4.828 3.411 6.981
H 3.238 2.746 -5.093
C 3.143 -1.784 -6.050
H -7.320 -3.377 -1.420
H 2.475 -4.145 -1.002
C 0.726 3.346 6.249
H -9.720 -3.647 -1.429
H 1.635 -0.568 7.290
C 7.448 -1.640 -5.080
C 0.749 0.649 -0.903
C 9.535 0.005 -1.713
H 5.536 0.062 -4.647
H -1.347 -6.685 1.316
F 4.637 -3.364 0.504
C 4.867 2.647 -6.582
F 7.700 4.201 -1.889
H 3.453 0.109 6.415
H 0.918 4.395 6.502
H -4.578 -1.499 7.294
H -8.936 -2.699 -3.112
H 5.313 0.945 -7.850
H 0.798 -5.951 5.755
H 0.543 6.268 -5.243
C -3.889 1.148 8.274
C -1.198 3.550 2.071
C -9.025 -1.686 -2.650
H -0.640 0.812 7.749
C -1.778 2.150 -3.563
H -1.377 3.490 0.943
H -4.087 3.302 8.002
H 1.362 2.824 1.127
H 5.514 3.884 -1.351
O 1.677 -1.716 -5.763
H -8.153 1.353 -0.338
C -0.347 -6.968 3.232
H -3.850 1.814 1.604
O 3.681 -0.582 -5.982
H -2.282 -1.788 1.531
H -8.493 -0.644 -4.234
H -10.552 -2.337 -0.550
C -9.602 -2.868 -0.654
H -2.876 2.293 10.559
H -0.607 -7.231 4.287
C 5.184 2.004 -7.939
H 1.798 1.481 -3.476
F 2.850 -3.853 -4.613
C -8.906 -0.607 -0.481
C 0.772 -2.358 6.695
H 5.293 -5.453 2.986
H -8.790 -0.880 0.540
O -1.308 2.208 2.489
F 3.638 -2.118 -3.653
C -5.602 3.377 0.264
H 8.467 -2.279 -2.662
F -4.764 -3.244 -3.343
H -9.358 -3.282 0.378
C -1.571 2.752 8.802
H -4.715 0.832 7.582
H -7.265 5.591 -0.139
H -10.065 -1.406 -2.789
H 10.213 0.844 -2.055
H -2.373 5.830 -0.365
C 4.187 -4.585 0.027
H -5.975 2.123 -1.900
C 2.607 -4.570 0.010
H -3.296 -1.578 -6.337
H 3.158 2.177 5.410
H 1.640 -1.277 3.192
F -0.931 1.924 -4.538
H 2.962 -6.478 2.172
H 1.597 -5.834 -3.122
N 2.362 2.383 -6.916
H -3.982 -0.968 5.727
C 2.480 0.784 -2.838
H -5.835 1.277 0.339
C -7.932 0.502 -0.954
C -0.416 -1.554 2.582
H 1.221 -7.366 -0.954
C 1.253 -0.213 1.427
H 0.013 5.773 -6.844
H 6.708 -1.487 -5.843
H -1.551 3.358 7.911
C -2.896 2.894 9.661
H -1.293 5.765 -1.697
O -4.428 -0.903 -4.591
H -0.726 -0.662 2.955
N -2.641 0.870 7.468
C -4.733 -0.075 -6.695
H 0.212 -7.869 2.815
C -2.526 1.578 6.178
H -0.728 -2.390 -5.546
H 1.512 -2.233 1.881
C 4.338 -0.353 4.524
C -2.500 -0.673 7.246
H -1.131 -0.994 -0.817
C 2.175 1.091 -1.348
C -7.218 -2.392 -1.033
H 3.334 4.128 7.470
H -0.609 -2.304 3.337
H -0.834 -0.708 -6.168
H 2.874 0.732 -0.641
H -1.263 -2.102 -7.232
F 4.861 -3.285 -5.114
O 4.576 3.307 -3.063
C 3.559 2.209 -5.962
C -8.048 -0.656 -3.234
H 2.517 -6.401 6.002
H 5.851 -6.036 4.608
N 1.991 -5.986 4.016
H -1.537 1.408 5.756
C 3.557 -0.699 5.730
C 2.098 4.758 1.384
C -8.132 0.726 -2.504
H 0.418 3.953 0.212
O -0.247 3.298 -2.186
H -5.227 0.674 -6.160
H -5.473 -0.823 -6.940
O -6.936 3.567 0.009
O 0.117 -0.314 5.797
O 5.745 1.874 -1.603
C 2.673 -4.633 4.078
C -5.326 -2.872 0.500
C -2.313 5.985 -1.408
H -9.128 1.152 -2.571
H 4.152 -1.451 6.326
H -5.417 3.648 1.282
C 2.842 -6.867 3.222
H 0.215 1.464 -0.505
C 1.153 -0.955 6.385
C -3.794 1.674 0.570
H 0.123 0.299 -1.689
H -4.638 -2.436 -0.250
H 1.118 -2.666 -0.147
H 2.351 -0.009 1.357
H 0.510 3.815 -5.427
H 6.863 0.602 -3.867
H -4.966 -2.820 1.592
C -3.699 -0.712 -5.844
F -1.662 1.053 -2.667
H 2.736 4.331 -7.427
C 1.292 1.492 -6.271
N 0.691 -0.541 0.092
H 0.330 1.669 -6.698
F 1.783 -3.189 7.081
H -2.703 -3.452 6.947
F 6.644 4.525 -3.787
H 4.460 5.257 6.795
H 3.829 3.314 -9.079
H 1.504 6.485 -6.691
H 4.811 5.897 -3.027
C 4.122 -4.742 4.663
H 2.656 3.803 -2.935
H -9.947 -0.293 -0.727
H 3.969 1.755 -9.764
O 0.053 4.089 2.222
H -7.333 1.434 -2.910
H 4.761 3.775 -6.738
C 1.032 -1.362 2.285
N 0.925 1.942 4.157
H -5.016 4.062 -0.314
H 4.171 -7.644 4.816
H 8.338 -1.032 -5.102
H -1.625 0.625 9.243
H 1.558 5.719 1.477
H 0.798 -4.577 -2.096
H 2.646 4.427 2.306
C 3.569 4.309 -2.660
H -2.638 -0.831 -3.581
O 2.366 -5.936 -0.301
H 1.344 1.667 -5.204
H 0.687 1.137 4.757
H 3.517 1.149 -5.794
H -0.495 2.127 3.120
H 0.316 -6.110 -0.334
H 3.598 4.444 -1.614
C -1.414 1.227 8.362
H -7.309 -3.018 0.960
H -2.669 -2.725 5.346
H -0.891 -2.801 0.935
F -3.006 2.107 -4.047
H 3.941 5.319 -4.392
H 0.994 -1.084 -7.636
C -3.515 -2.789 -3.343
H -0.152 -5.961 -2.675
C -3.623 -1.234 -3.525
H 0.183 -4.812 3.706
C -7.409 4.679 -0.786
H 5.259 0.116 4.871
C -6.722 -2.321 0.426
H -4.218 -3.314 5.923
O 8.560 -0.199 -2.707
H 4.544 -1.273 3.990
C 5.621 3.159 -2.152
C 1.655 -6.569 5.392
H 0.959 -2.869 -7.375
H 0.825 0.716 1.780
C 2.713 1.787 -8.283
H -4.348 2.387 -1.806
H 3.978 -4.921 5.718
C 2.946 3.078 4.912
F -1.460 4.632 4.161
H 4.696 -7.776 3.250
C -0.810 -0.789 0.251
C -0.618 -1.766 -6.403
F 0.158 -2.932 5.594
H 1.674 0.476 -6.298
F -2.078 5.663 2.377
H -3.503 0.659 0.339
H -6.771 -1.292 0.836
H 1.036 2.678 7.029
C -3.739 -1.424 6.674
H 10.163 -0.849 -1.480
C -5.141 1.979 -0.106
H 2.549 -4.267 3.012
H 3.587 0.824 -3.048
N -8.696 -1.900 -1.160
H -0.324 3.182 6.170
H -3.300 1.286 5.501
H 7.327 -1.268 -1.607
H 6.144 2.239 -8.436
C -4.041 2.565 8.793
H -8.506 4.504 -0.949
H 6.008 -2.161 -3.568
H -2.635 2.660 6.361
C -3.283 -2.858 6.205
H -2.392 -7.054 2.689
C 3.882 5.589 -3.370
C -2.020 4.448 2.936
H 7.644 -2.722 -5.118
H -1.778 -5.530 2.490
H -2.970 5.142 -3.340
C -1.395 3.427 -2.788
C 0.983 3.825 1.113
H -3.884 0.475 9.091
C 1.860 3.779 -7.093
H -4.931 2.613 9.349
C 6.901 3.637 -2.832
C 4.972 -5.774 4.014
C -3.117 4.933 -2.239
H -2.339 -0.973 8.315
H 5.653 1.224 -2.270
H 2.757 4.862 0.506
H 5.615 2.573 -5.808
C 3.656 -2.791 -4.832
H 1.148 3.705 -7.911
O -2.605 3.679 -1.908
H -6.941 0.208 -0.723
F -2.828 -3.462 -4.290
O 1.986 -4.161 1.129
F 4.764 -4.817 -1.139
F 4.704 -5.473 0.828
H 2.069 -0.243 -3.073
H -2.899 -0.089 -5.630
H 9.052 0.194 -0.753
C 1.387 3.173 4.890
O 3.651 4.199 5.439
H -4.361 0.321 -7.650
H 2.900 0.723 -8.189
H -1.673 -0.804 6.553
N -5.080 1.743 -1.516
C 4.227 -7.099 3.874
H 3.215 3.064 3.832
H 2.343 -1.588 -0.694
H 1.452 -7.668 5.341
O 2.282 -1.248 5.427
C -1.528 -6.562 2.359
C -1.181 -1.829 1.322
N 6.099 -0.037 -3.742
O -4.333 -0.920 -2.318
C 0.822 5.830 -6.190
H -7.063 -1.040 -3.235
F -3.007 -3.187 -2.156
H -6.987 4.663 -1.776
H 3.783 0.285 3.900
H -4.165 5.013 -1.978
C 1.294 -1.690 -0.657
H -3.026 2.328 0.232
C 1.388 4.464 -5.818
H 3.168 6.411 -3.149
H 2.138 4.476 -5.014
H 0.909 -1.687 -1.613
C 3.996 2.317 -8.861
H -2.556 7.037 -1.763
C 6.765 -1.359 -3.733
C 0.822 -1.884 -6.865
H -6.541 -1.720 -1.618
H 1.136 4.039 4.338
C 1.178 -6.292 -0.933
F -0.231 -2.604 7.628
H 1.707 1.682 3.533
H -3.061 3.930 9.993
H 3.316 -2.241 -7.041
H -1.371 4.232 -3.578
F -3.254 3.985 3.174
C 0.660 -5.779 3.222
H 1.969 -4.030 4.663
C 4.119 4.212 6.774
H -4.346 0.018 -2.047
C 7.816 -1.387 -2.623
H 1.837 2.062 -8.871
H -5.398 -3.909 0.138
H 2.306 2.198 -1.174
H -1.294 0.204 0.479
H 0.874 -5.487 2.173
H -0.708 3.050 9.433
F 7.614 2.687 -3.399
H 2.373 -7.834 3.145
H 4.623 -3.831 4.511
```

Results of the Mulliken charge analysis, in e, for atoms 1 through 4: atom 1 (C): -0.723, atom 2 (H): 0.237, atom 3 (H): -0.268, atom 4 (C): -1.133

***

Number 1: LUMO -5.0 eV, HOMO-LUMO gap 4.41 eV. Number 2: LUMO 0.9 eV, HOMO-LUMO gap 9.85 eV. Number 3: LUMO -1.8 eV, HOMO-LUMO gap 6.89 eV.